The following is a quantum chemistry calculation of the ion C5H12NO with charge +1 at a distorted geometry, from the Open Molecules 2025 dataset.

Its charge is +1. For the energy above the lowest of the compared OMol25 structures with the same formula, charge and spin, the calculation gives 31.4 kcal per mole. The SMILES is C=C([NH3+])CCCO. The calculated total energy is -8909.269 eV. For the HOMO-LUMO gap, the calculation gives 10.19 eV. The HOMO energy comes out at -13.7872 eV. As for the molar mass: 102.16 g/mol.

Bonds (Å) are listed after each position.
Atoms and positions in Å:
1 C 2.44802 -0.20189 -0.12393  O2 1.419, C3 1.552, H8 1.094, H9 1.068
2 O 2.48891 1.20073 0.09021  C1 1.419, H10 0.963
3 C 1.03029 -0.83214 -0.12659  C1 1.552, C4 1.568, H11 1.079, H12 1.089
4 C -0.00800 0.28490 -0.49224  C3 1.568, C5 1.470, H13 1.087, H14 1.091
5 C -1.33446 0.33132 0.13860  C4 1.470, C6 1.315, N7 1.542
6 C -1.83654 1.09811 1.08222  C5 1.315, H15 1.059, H16 1.081
7 N -2.29185 -0.76467 -0.37107  C5 1.542, H17 1.021, H18 1.024, H19 1.017
8 H 2.90302 -0.30139 -1.11392  C1 1.094
9 H 3.07736 -0.70563 0.57646  C1 1.068
10 H 2.77912 1.40359 0.98587  O2 0.963
11 H 0.88445 -1.41562 0.76943  C3 1.079
12 H 1.01117 -1.46338 -1.01427  C3 1.089
13 H 0.44764 1.23773 -0.23378  C4 1.087
14 H -0.03996 0.29961 -1.58261  C4 1.091
15 H -1.17026 1.84066 1.43746  C6 1.059
16 H -2.82799 0.97917 1.49723  C6 1.081
17 H -1.77822 -1.60052 -0.65313  N7 1.021
18 H -2.78851 -0.44285 -1.20708  N7 1.024
19 H -2.99418 -0.94774 0.34116  N7 1.017